ORCA calculation (wB97M-V/def2-TZVPD) on C16H21N2O2Sn as an isolated structure at a distorted geometry.

DFT total energy = -1096.2968 Eh
LUMO energy (spin up / spin down) = -5.6793 / -5.4986 eV
Energy above the lowest of the compared OMol25 structures with the same formula, charge and spin = 15.4 kcal per mole
Total charge = +1

The geometry in XYZ format:
```
42
C16H21N2O2Sn, DFT wB97M-V/def2-TZVPD
Sn -0.497 -0.603 0.102
C 3.288 -0.413 2.766
C 2.475 -0.346 1.513
O 1.228 -0.278 1.602
C 3.186 -0.370 0.284
C 2.689 -0.265 -1.002
C 3.632 -0.300 -2.161
N 1.381 -0.040 -1.266
N 1.058 0.130 -2.519
C -0.212 0.474 -2.756
O -1.106 0.364 -1.866
C -0.572 0.918 -4.098
C -1.660 1.782 -4.238
C -2.101 2.149 -5.492
C -1.481 1.629 -6.620
C -0.396 0.771 -6.490
C 0.074 0.429 -5.235
H 3.545 0.595 3.090
H 4.214 -0.956 2.608
H 2.717 -0.880 3.563
H 4.261 -0.431 0.374
H 4.651 -0.484 -1.836
H 3.590 0.637 -2.718
H 3.322 -1.091 -2.843
H -2.138 2.170 -3.352
H -2.935 2.826 -5.591
H -1.843 1.896 -7.599
H 0.071 0.361 -7.372
H 0.907 -0.246 -5.117
C -2.958 2.389 -0.236
C -2.224 2.218 1.084
C -3.083 2.789 2.238
C -1.967 0.793 1.456
H -3.137 3.441 -0.443
H -3.914 1.872 -0.217
H -2.359 1.969 -1.040
H -1.288 2.784 1.061
H -4.034 2.268 2.300
H -3.276 3.842 2.048
H -2.572 2.701 3.193
H -2.864 0.172 1.407
H -1.418 0.670 2.391
```